# 1
{
  "formula": "C19H27BMnNO2P",
  "method": "the ωB97M-V functional and the def2-TZVPD basis",
  "species": ["C", "C", "C", "C", "C", "C", "C", "C", "N", "Mn", "C", "P", "H", "H", "H", "H", "H", "H", "H", "H", "C", "C", "H", "C", "C", "H", "H", "H", "H", "H", "H", "H", "H", "H", "H", "H", "H", "H", "H", "O", "B", "O", "C", "C", "C", "C", "C", "C", "H", "H", "H", "H"],
  "xyz": [[-2.3268, 2.0583, -3.8959], [-0.9790, 2.2970, -3.6375], [-0.3515, 1.7163, -2.5237], [-1.1003, 0.9083, -1.6635], [-2.4319, 0.6011, -1.9631], [-3.0410, 1.1672, -3.0935], [1.1338, 1.9272, -2.3594], [1.6788, 2.6080, -1.0996], [0.8428, 2.4338, 0.1268], [-0.2343, 0.5331, 0.0668], [-3.2496, -0.3127, -1.0556], [-2.6437, -0.2324, 0.6514], [-0.3980, 2.9446, -4.2942], [-4.0880, 0.9354, -3.3002], [-2.8224, 2.5523, -4.7290], [-3.2114, -1.3674, -1.3805], [-4.3071, -0.0069, -1.0530], [1.6670, 0.9676, -2.4521], [1.4692, 2.5528, -3.1937], [2.6682, 2.1918, -0.8691], [-3.0711, -1.4953, 1.8502], [-3.0759, 1.4041, 1.2787], [1.8141, 3.6913, -1.2623], [-0.1457, 3.5294, 0.2642], [1.7026, 2.3986, 1.3429], [-1.2268, -0.6886, 0.5517], [0.3615, 4.5011, 0.3721], [-0.8002, 3.5682, -0.6119], [-0.7670, 3.3595, 1.1520], [2.1742, 3.3774, 1.5267], [1.0906, 2.1240, 2.2110], [2.4751, 1.6320, 1.2190], [-4.1492, 1.4296, 1.5231], [-2.5062, 1.6117, 2.1943], [-2.8676, 2.1955, 0.5431], [-4.1491, -1.5379, 2.0421], [-2.7094, -2.4705, 1.5014], [-2.5422, -1.2410, 2.7803], [0.6248, -1.1025, 0.7828], [2.9254, -0.8734, 0.9442], [1.7264, -1.1779, 0.2755], [1.9569, -2.0638, -0.8116], [3.2232, -2.5241, -0.5867], [3.6732, -3.7867, -0.9155], [4.6482, -4.3665, -0.0907], [5.2420, -3.6327, 0.9357], [4.9046, -2.2912, 1.1564], [3.8263, -1.7894, 0.4607], [3.2148, -4.3314, -1.7393], [4.9557, -5.3984, -0.2835], [5.9985, -4.0969, 1.5675], [5.4117, -1.6731, 1.8919]],
  "forces_ev_per_a": [[0.0, -0.2, 0.0], [0.0, 0.0, 0.3], [-0.7, 0.3, -1.0], [-0.6, -0.3, -0.4], [0.1, 0.8, -0.9], [-0.2, -0.1, 0.5], [0.5, 0.0, -0.3], [-0.2, 0.2, 0.7], [0.1, 0.3, 0.7], [1.1, -0.8, 0.6], [-0.4, -0.5, 0.0], [1.7, 2.4, -0.7], [-0.2, 0.0, 0.0], [0.2, 0.2, -0.1], [0.1, -0.2, 0.1], [0.0, 0.3, 0.1], [0.2, -0.2, 0.0], [-0.4, 0.1, 0.0], [0.0, -0.2, 0.0], [-0.3, 0.1, -0.1], [-0.6, -0.2, 0.1], [-1.3, 0.2, 0.7], [-0.1, -0.2, 0.0], [0.1, -0.1, -0.1], [-0.1, 0.0, -0.3], [0.8, -1.5, 0.0], [-0.1, -0.1, 0.0], [0.2, -0.1, 0.1], [0.2, 0.0, -0.1], [-0.1, -0.1, 0.0], [0.1, 0.2, -0.1], [-0.2, 0.1, 0.0], [0.0, 0.3, 0.2], [-0.2, -0.1, -0.2], [0.0, -0.6, 0.1], [0.2, -0.1, 0.0], [-0.1, 0.3, 0.0], [-0.1, -0.1, -0.3], [0.4, -0.9, 0.6], [1.2, 0.4, 0.3], [-1.7, 1.5, -0.7], [0.4, -0.3, -0.5], [-0.2, 0.0, 1.4], [0.3, -0.3, -0.2], [0.2, 0.1, -0.4], [0.5, 0.2, -0.3], [0.3, -0.1, 0.1], [-1.2, -1.0, -0.2], [0.0, 0.0, 0.3], [-0.1, 0.4, 0.1], [-0.1, 0.1, -0.2], [-0.3, -0.3, 0.2]],
  "multiplicity": 6,
  "gap_ev": [3.454, 5.866],
  "total_energy_ha": -2462.4628,
  "de_lowest_ev": 0.577
}

# 2
{
  "formula": "C4H17MnNP",
  "method": "the ωB97M-V functional and the def2-TZVPD basis",
  "species": ["C", "Mn", "N", "H", "H", "H", "H", "H", "H", "H", "H", "C", "P", "C", "C", "H", "H", "H", "H", "H", "H", "H", "H", "H"],
  "xyz": [[-0.8357, 1.5485, -2.4984], [0.0649, 0.4272, -1.1659], [0.3962, -1.1901, -2.5753], [-0.3875, 1.7121, -0.1860], [0.4305, 1.8943, -0.4636], [-0.9259, 2.5663, -2.0990], [-1.8223, 1.0961, -2.6525], [-0.2237, 1.5327, -3.4088], [-0.2359, -1.9641, -2.3584], [1.3336, -1.5936, -2.6759], [0.1306, -0.8598, -3.5053], [0.8478, -1.8661, 1.3886], [0.1491, -0.2221, 1.0442], [-1.4889, -0.2389, 1.8641], [1.1182, 0.9405, 2.0597], [0.2285, -2.6457, 0.9200], [0.8872, -2.0445, 2.4669], [1.8658, -1.9322, 0.9779], [-1.3809, -0.3662, 2.9485], [-2.0210, 0.7025, 1.6715], [-2.0943, -1.0647, 1.4615], [1.0075, 0.7187, 3.1274], [2.1803, 0.8846, 1.7882], [0.7757, 1.9644, 1.8706]],
  "forces_ev_per_a": [[0.2, 0.4, -0.1], [0.1, 0.4, -0.8], [-0.2, 0.0, 0.2], [0.6, 0.1, -0.4], [-0.5, -0.1, 0.0], [-0.2, -0.2, -0.6], [0.0, 0.1, -0.1], [-0.3, 0.2, 0.0], [0.2, 0.1, -0.1], [-0.3, 0.2, 0.2], [0.0, 0.0, 0.2], [0.1, -0.2, 0.2], [0.1, -1.0, 1.4], [-0.1, -0.1, -0.2], [0.2, 0.1, 0.0], [0.2, 0.3, 0.1], [0.0, -0.1, -0.1], [-0.3, 0.0, 0.1], [0.0, 0.0, -0.2], [0.2, -0.2, 0.1], [0.2, 0.3, 0.1], [0.0, 0.0, -0.2], [-0.2, 0.0, 0.1], [0.1, -0.2, 0.1]],
  "multiplicity": 4,
  "gap_ev": [8.818, 8.520],
  "total_energy_ha": -1709.3823,
  "total_charge": 1
}

# 3
{
  "formula": "C4H9NO2",
  "method": "the ωB97M-V functional and the def2-TZVPD basis",
  "species": ["C", "N", "C", "C", "C", "O", "O", "H", "H", "H", "H", "H", "H", "H", "H", "H"],
  "xyz": [[0.9409, 0.8162, -2.4321], [1.8437, 0.9278, -1.2867], [-2.6628, -1.4733, 2.3161], [1.3933, 0.7218, -0.1333], [0.1897, -0.0968, 0.3302], [-1.0165, 0.6599, 0.2616], [0.3861, -1.2153, 0.6524], [1.3462, 0.0641, -3.1125], [1.0663, 1.7423, -2.9909], [-0.1021, 0.6106, -2.1935], [-3.0729, -0.5832, 1.8227], [-2.4774, -2.0017, 1.3831], [-1.7272, -1.1699, 2.7894], [-3.2422, -1.8240, 3.1613], [1.9513, 1.0279, 0.7560], [-0.7947, 0.0162, -0.5291]],
  "forces_ev_per_a": [[1.3, -0.6, -0.2], [-0.8, 0.9, 0.0], [0.6, 1.6, -0.5], [0.3, -0.3, 0.8], [3.0, 2.5, 1.5], [1.6, -3.1, -1.2], [-1.0, -1.0, 0.6], [-0.2, -0.2, 0.1], [-0.4, 0.2, 0.1], [-0.1, 0.1, -0.2], [-0.3, 0.3, 0.9], [0.0, -1.3, 0.7], [0.2, 0.0, -0.5], [-0.6, -0.6, -0.7], [0.5, -0.2, -0.3], [-4.1, 1.7, -1.4]],
  "gap_ev": 10.369,
  "total_energy_ha": -362.9159,
  "de_lowest_ev": 4.617
}